Entry 1:
The following is a DFT calculation (the ωB97M-V functional and the def2-TZVPD basis) of a structure of composition C8H18CeClIO3P at a distorted geometry.

## Properties
2S+1	2
gap between HOMO and LUMO (alpha / beta)	5.747 / 5.687	eV
charge	+2
E_HOMO (alpha / beta)	-16.32 / -16.35	eV
energy above the lowest of the compared OMol25 structures with the same formula, charge and spin	379.20	kJ/mol
E	-57554.8854	eV

Geometry as XYZ:
```
33
C8H18CeClIO3P the ωB97M-V functional and the def2-TZVPD basis
Ce -0.65 0.18 0.41
I 0.05 3.05 0.81
Cl -3.10 0.23 -0.41
P 0.09 0.65 -2.34
O 3.01 0.41 -0.04
O 0.07 -0.88 2.53
O 1.03 -1.89 -0.31
C 0.67 0.03 3.53
C -0.13 -1.82 -0.73
C 1.72 1.19 -2.95
C -0.90 2.16 -2.75
C 1.86 0.44 0.03
C 0.20 -0.40 4.91
C -1.05 -2.91 -1.08
C -0.42 -0.45 -3.69
H 2.42 0.35 -2.88
H -1.89 2.07 -2.29
H -0.98 2.22 -3.84
H 0.22 -1.35 -3.70
H 0.54 -1.42 5.13
H 0.36 1.03 3.23
H -0.54 -3.86 -1.30
H -0.39 3.04 -2.34
H -1.76 -3.06 -0.25
H -1.65 -2.61 -1.94
H -1.47 -0.75 -3.54
H 1.58 1.50 -3.99
H 0.38 -1.78 2.79
H 0.60 0.30 5.65
H -0.90 -0.37 4.95
H 2.07 2.03 -2.33
H -0.30 0.12 -4.63
H 1.75 -0.04 3.37
```

Entry 2:
The following is a DFT calculation (the ωB97M-V functional and the def2-TZVPD basis) of the molecule HO2PS at a distorted geometry.

## Properties
2S+1	1
gap between HOMO and LUMO	7.431	eV
charge	0
structure (SMILES)	O=P#[SH]=O
E_HOMO	-9.13	eV
energy above the lowest of the compared OMol25 structures with the same formula, charge and spin	211.71	kJ/mol
E	-24233.0219	eV

Geometry as XYZ:
```
5
HO2PS the ωB97M-V functional and the def2-TZVPD basis
S 0.87 0.34 -0.51
P -0.93 -0.90 0.28
O -2.03 -0.21 -0.33
O 0.48 1.55 0.32
H 1.61 -0.78 0.24
```

Entry 3:
The following is a DFT calculation (the ωB97M-V functional and the def2-TZVPD basis) of a cluster of 11 separate species, C40H102O18 in total at a distorted geometry.

## Properties
2S+1	1
gap between HOMO and LUMO	10.057	eV
charge	0
structure (SMILES)	CC(C)O.CC(C)O.CC(C)O.CC(C)O.COCCOC.COCCOC.COCCOC.COCCOC.COCCOC.COCCOC.COCCOC
E_HOMO	-9.46	eV
E	-79978.4851	eV

Geometry as XYZ:
```
160
C40H102O18 the ωB97M-V functional and the def2-TZVPD basis
O -3.48 -6.51 -0.12
O -5.66 2.10 4.51
O 3.32 -3.22 -0.71
O 5.16 2.79 2.37
O -2.17 -3.92 0.86
O 2.76 -5.86 -0.39
O -3.72 -3.37 -6.20
O -2.21 0.65 -0.12
O -1.21 6.68 1.03
O -1.66 -2.16 -4.74
O -2.71 5.68 -1.67
O 0.30 -1.78 4.77
O 1.33 0.69 -3.76
O 4.42 0.35 5.86
O 0.66 -0.47 0.26
O -2.56 3.25 -3.51
O 2.56 -3.09 3.64
O 4.34 2.58 -3.49
C 1.83 -6.82 0.01
C 0.75 -3.01 5.35
C -2.75 4.64 -3.88
C 5.73 2.39 1.10
C -2.06 6.90 -1.97
C 3.24 2.05 -4.14
C -2.07 -1.62 -5.95
C -5.92 1.23 2.26
C 3.28 -3.89 2.72
C -4.94 -3.82 -6.68
C -2.45 -1.67 -3.66
C 1.36 -1.41 1.01
C 2.01 0.92 6.12
C 3.21 -4.08 -1.82
C 3.07 0.09 5.42
C -1.04 1.27 0.30
C -5.20 1.12 3.59
C -3.55 -1.95 -6.25
C 2.20 -5.07 -1.41
C 1.55 -3.81 4.30
C -2.14 -6.01 -0.34
C 3.09 0.25 3.90
C -1.50 2.76 -4.37
C 5.41 3.58 0.21
C -4.14 -6.13 1.10
C -0.69 6.35 2.30
C 0.18 7.57 2.73
C -3.51 5.27 -2.74
C 0.69 -0.39 -3.19
C -0.97 -1.75 4.20
C -3.68 1.31 3.46
C 2.67 0.84 -3.35
C 5.16 1.15 0.63
C -3.16 1.54 -0.55
C 4.32 -2.23 -0.94
C -0.18 0.33 1.08
C 0.13 5.04 2.32
C 4.66 3.78 -4.08
C -2.13 -2.46 0.76
C -2.13 -4.45 -0.44
H 5.67 0.90 -0.31
H -3.04 -4.11 -0.99
H 2.94 -3.46 -2.71
H 2.66 -4.53 2.07
H -1.47 7.19 -1.08
H -6.95 0.84 2.28
H 5.28 -2.71 -1.08
H 3.91 -4.56 3.34
H -4.40 -5.10 1.22
H 4.40 3.85 0.34
H -5.89 2.27 1.91
H 3.98 -3.29 2.16
H 3.81 4.46 -3.98
H -0.27 8.53 2.60
H 2.82 -0.95 5.61
H 1.96 -2.00 0.32
H -3.46 -2.10 -3.64
H 2.25 -7.32 0.89
H 1.19 7.65 2.31
H 5.31 0.34 1.37
H -3.45 2.21 0.26
H -4.26 4.56 -2.35
H 6.07 4.40 0.41
H 4.32 -1.56 -0.09
H -0.34 -0.42 -3.50
H 1.14 0.80 5.49
H 6.83 2.32 1.17
H -0.12 -3.51 5.78
H 4.10 -1.65 -1.84
H 0.45 7.43 3.75
H 2.76 0.99 -2.26
H -1.12 -2.21 0.50
H 1.76 -7.56 -0.80
H -2.53 -0.59 -3.54
H -4.24 -1.46 -5.55
H -1.98 -2.03 -2.75
H -1.43 -2.13 -6.63
H -1.57 5.88 0.66
H 1.98 -4.69 4.85
H -3.30 4.82 -4.80
H 0.34 4.66 3.32
H 5.68 2.34 3.02
H -3.51 2.29 3.03
H 5.57 4.20 -3.63
H -1.31 -4.15 -1.08
H -1.36 6.67 -2.81
H -5.03 -6.72 1.01
H -1.18 1.85 -3.88
H 2.08 0.11 3.48
H -5.44 0.10 3.96
H 3.31 1.31 3.63
H -3.27 0.63 2.73
H 1.30 -4.57 -1.03
H -5.73 -3.27 -6.12
H -1.51 6.25 3.02
H 2.39 2.74 -4.15
H -4.06 6.20 -3.07
H 1.76 0.70 7.14
H 0.82 -4.19 3.57
H 3.40 1.67 -5.16
H -4.98 -4.89 -6.48
H 0.86 -6.35 0.16
H 2.07 -0.92 1.71
H -5.43 0.55 1.58
H -3.84 -1.53 -7.24
H -3.49 -6.42 1.95
H 5.55 3.23 -0.84
H -1.09 -2.42 3.37
H 1.42 -2.64 6.15
H -2.87 2.15 -1.40
H -2.42 -2.08 1.76
H 4.12 1.27 0.35
H -0.46 4.26 1.83
H -2.71 7.73 -2.28
H -0.59 1.70 -0.56
H -1.94 -0.51 -5.94
H -1.47 -6.24 0.51
H -1.78 5.14 -4.00
H 1.11 5.11 1.86
H -1.71 -2.01 4.97
H -0.83 -0.27 1.72
H 3.19 -0.07 -3.65
H 4.81 3.74 -5.16
H -3.10 1.25 4.40
H -5.21 1.92 5.35
H 0.70 -2.05 1.61
H -1.27 -0.77 3.79
H 3.69 -0.48 3.39
H 2.28 1.97 6.10
H -5.08 -3.59 -7.76
H -1.91 2.56 -5.36
H -1.89 -6.45 -1.28
H -4.03 0.92 -0.84
H -0.64 3.44 -4.42
H -2.81 -2.22 -0.05
H 4.89 -0.48 5.73
H 0.45 0.88 1.79
H 0.73 -0.38 -2.08
H 1.90 -5.67 -2.28
H -1.30 2.08 1.01
H 1.12 -1.35 -3.54
H 4.14 -4.59 -1.99
```

Entry 4:
The following is a DFT calculation (the ωB97M-V functional and the def2-TZVPD basis) of the ion C39H40N3O with charge +1 at a distorted geometry.

## Properties
2S+1	1
gap between HOMO and LUMO	6.088	eV
charge	+1
structure (SMILES)	CN(c1ccccc1)c1ccc(C(c2ccc(N(C)c3ccccc3)cc2)[C@@H](C=[N+]2CCOCC2)c2ccccc2)cc1
E_HOMO	-9.65	eV
energy above the lowest of the compared OMol25 structures with the same formula, charge and spin	0.00	kJ/mol
E	-47602.6392	eV

Geometry as XYZ:
```
83
C39H40N3O the ωB97M-V functional and the def2-TZVPD basis
O 5.01 0.63 -4.63
N 3.93 -1.25 3.12
N 2.60 -0.30 -3.54
N -4.50 2.51 0.59
C -1.10 -0.99 -3.89
C 1.03 -0.81 0.09
C -7.62 0.57 1.27
C -5.95 2.42 2.54
C 3.70 -1.47 5.53
C -2.35 -1.04 -4.51
C 2.76 1.17 -3.76
C -7.06 1.90 3.21
C -3.43 1.73 0.18
C 0.68 -0.63 1.44
C 3.80 -2.06 4.26
C 2.31 -1.29 -0.19
C 4.23 1.55 -3.87
C 3.58 -1.28 -4.09
C 1.54 -0.77 -2.93
C -0.01 -0.61 -1.02
C -3.18 0.08 -4.50
C -5.64 1.97 1.24
C 3.82 -3.46 4.12
C -3.58 0.36 -0.12
C 0.50 0.06 -2.28
C -6.49 1.05 0.61
C -0.68 0.18 -3.27
C -1.22 0.18 -0.53
C 3.65 -2.29 6.66
C 2.93 -1.19 2.13
C -1.43 1.35 -3.41
C -1.04 1.52 -0.20
C -2.71 1.28 -3.96
C -4.30 3.95 0.73
C 3.77 -3.68 6.53
C -2.14 2.30 0.14
C -2.49 -0.40 -0.51
C 4.99 -0.24 3.09
C 3.87 -4.26 5.25
C 4.99 -0.69 -4.09
C -7.90 0.98 2.58
C 3.27 -1.40 0.79
C 1.61 -0.83 2.45
H 5.64 -1.27 -4.77
H -7.25 2.22 4.24
H 3.98 -5.34 5.14
H -4.19 0.03 -4.94
H 2.23 1.46 -4.69
H -8.28 -0.14 0.76
H 5.91 -0.65 3.52
H -8.77 0.58 3.11
H 3.53 -1.83 7.64
H 5.17 0.05 2.05
H 4.29 -1.70 0.54
H -5.30 3.16 3.02
H 1.47 -1.87 -2.86
H 2.34 1.74 -2.93
H -3.34 2.17 -3.96
H 4.64 1.67 -2.85
H 3.29 -1.55 -5.12
H 3.63 -0.39 5.61
H -2.68 -1.97 -4.97
H -0.47 -1.88 -3.87
H -0.34 -0.34 1.71
H -5.29 4.44 0.72
H 5.39 -0.72 -3.05
H -1.97 3.35 0.41
H -0.04 1.95 -0.23
H 4.33 2.51 -4.41
H -0.37 -1.61 -1.29
H 2.59 -1.58 -1.20
H -1.03 2.30 -3.05
H -6.28 0.74 -0.42
H 3.78 -4.31 7.42
H -2.62 -1.44 -0.80
H 4.70 0.65 3.67
H 3.56 -2.18 -3.46
H 1.34 -0.65 3.49
H 3.84 -3.89 3.11
H -4.55 -0.12 -0.07
H 0.88 1.05 -2.01
H -3.72 4.32 -0.12
H -3.79 4.21 1.66
```

Entry 5:
The following is a DFT calculation (the ωB97M-V functional and the def2-TZVPD basis) of a structure of composition C39H43AsBaN4O3Si at a distorted geometry.

## Properties
2S+1	1
gap between HOMO and LUMO	8.354	eV
charge	0
E_HOMO	-8.06	eV
energy above the lowest of the compared OMol25 structures with the same formula, charge and spin	136.55	kJ/mol
E	-122658.6648	eV

Geometry as XYZ:
```
92
C39H43AsBaN4O3Si the ωB97M-V functional and the def2-TZVPD basis
Ba 0.26 0.03 -0.25
As 1.18 0.49 2.66
Si -1.47 -2.58 -2.61
O -0.54 -1.60 -1.68
O 1.68 -2.01 -0.14
O -0.72 2.07 -0.63
N 1.35 5.78 -2.59
N 2.17 0.45 -2.16
N -1.31 3.59 -2.18
N 2.46 2.68 0.58
C 4.03 -1.69 -0.48
C -2.85 -6.30 -0.11
C -2.90 -0.98 -4.48
C -2.80 -0.99 2.30
C -3.97 -0.24 -4.96
C -4.17 -1.59 -2.55
C 3.92 -0.16 -0.59
C -2.97 -1.67 -3.26
C 1.75 3.17 -0.20
C 1.15 -3.90 -6.25
C 2.56 1.06 -4.43
C -0.44 -3.14 -4.06
C 0.46 2.13 3.47
C -3.60 -5.89 -1.21
C -2.07 -4.05 -1.61
C -3.03 0.15 3.05
C -0.42 3.12 -1.28
C 3.02 0.62 3.31
C 2.80 -2.47 -0.90
C -3.21 -4.78 -1.94
C 4.40 0.56 -2.98
C 3.93 0.94 -4.23
C -5.15 -0.18 -4.23
C 1.60 -2.92 -5.37
C -1.32 -4.49 -0.51
C -3.23 0.25 0.28
C 0.56 -0.78 4.02
C 0.84 3.73 -1.13
C -2.91 -0.95 0.91
C -0.08 -4.50 -6.04
C 0.81 -2.55 -4.29
C 1.72 0.80 -3.36
C -3.44 1.40 1.03
C 3.49 0.32 -1.96
C -1.71 -5.60 0.23
C -0.87 -4.12 -4.96
C -3.35 1.35 2.41
C 1.18 4.86 -1.91
C -5.25 -0.86 -3.02
H 2.15 1.35 -5.39
H 0.86 2.99 2.94
H -4.28 -2.11 -1.61
H -1.99 -1.02 -5.07
H -0.52 -0.86 3.99
H 4.86 -2.04 -1.10
H 3.03 0.84 4.37
H 3.51 -0.33 3.14
H -4.50 -6.44 -1.48
H 0.88 -0.46 5.01
H -2.22 3.18 -2.18
H -6.17 -0.82 -2.45
H 4.89 0.28 -0.35
H -0.43 -3.96 -0.21
H -3.82 -4.48 -2.79
H 3.24 0.24 0.17
H -0.62 2.12 3.39
H -2.56 -1.93 2.79
H 4.62 1.14 -5.03
H 2.56 -2.44 -5.53
H -1.11 -5.91 1.08
H -3.16 -7.17 0.46
H -1.16 4.48 -2.64
H 0.87 -2.09 -0.72
H 2.59 -2.32 -1.96
H 4.29 -1.94 0.55
H -1.83 -4.61 -4.81
H 1.76 -4.19 -7.09
H 0.64 0.87 -3.48
H -3.89 0.28 -5.90
H -6.00 0.39 -4.60
H 1.16 -1.78 -3.61
H -3.52 2.24 3.00
H 0.98 -1.76 3.81
H 3.53 1.41 2.75
H -2.74 -1.85 0.33
H -3.68 2.33 0.53
H -2.95 0.12 4.13
H 5.46 0.46 -2.79
H -0.43 -5.27 -6.72
H 2.94 -3.54 -0.74
H -3.30 0.28 -0.80
H 0.75 2.17 4.52
```

Entry 6:
The following is a DFT calculation (the ωB97M-V functional and the def2-TZVPD basis) of a cluster of 2 separate species, C14H16O in total at a distorted geometry.

## Properties
2S+1	2
gap between HOMO and LUMO (alpha / beta)	7.654 / 3.774	eV
charge	+1
E_HOMO (alpha / beta)	-11.47 / -11.46	eV
energy above the lowest of the compared OMol25 structures with the same formula, charge and spin	170.75	kJ/mol
E	-16815.8424	eV

Geometry as XYZ:
```
31
C14H16O the ωB97M-V functional and the def2-TZVPD basis
O 1.52 -2.33 -0.17
C -0.61 -2.41 -0.95
C -0.37 2.48 -0.18
C -1.69 -2.25 1.63
C 1.66 3.64 -0.89
C -2.49 -2.40 0.47
C 1.75 1.53 0.21
C 0.40 1.47 0.38
C -1.98 -2.45 -0.82
C 3.87 2.38 -0.68
C 0.18 -2.29 0.17
C 0.22 3.53 -0.81
C -4.02 -2.34 0.60
C -0.36 -2.07 1.47
C 2.38 2.57 -0.46
H -4.32 -2.20 1.63
H -4.38 -1.44 0.04
H -4.50 -3.05 -0.05
H -0.46 4.30 -1.28
H 2.33 0.66 0.59
H 4.38 3.23 -1.20
H 2.21 4.42 -1.39
H 4.33 2.17 0.28
H -0.03 0.68 0.98
H -1.46 2.52 0.00
H -2.60 -2.66 -1.70
H 2.11 -2.73 0.52
H 3.92 1.61 -1.53
H -0.10 -2.41 -1.95
H 0.23 -1.89 2.44
H -2.14 -2.25 2.61
```

Entry 7:
The following is a DFT calculation (the ωB97M-V functional and the def2-TZVPD basis) of the molecule C3H8ClPS3 at a distorted geometry.

## Properties
2S+1	1
gap between HOMO and LUMO	9.082	eV
charge	0
structure (SMILES)	CC[P@@](=S)(S)SCCl
E_HOMO	-9.28	eV
energy above the lowest of the compared OMol25 structures with the same formula, charge and spin	0.00	kJ/mol
E	-57557.9621	eV

Geometry as XYZ:
```
16
C3H8ClPS3 the ωB97M-V functional and the def2-TZVPD basis
Cl -3.59 0.35 0.23
S 0.21 1.25 2.00
S 2.31 1.78 -0.48
S -0.99 0.86 -1.44
P 0.66 0.75 0.18
C -2.51 1.47 -0.63
C 0.61 -1.93 0.81
C 1.41 -1.00 -0.02
H -2.07 2.25 0.11
H 1.21 -2.79 0.85
H -3.20 1.89 -1.28
H -0.31 -2.20 0.30
H 0.32 -1.50 1.86
H 2.39 -0.88 0.32
H 2.05 1.09 -1.69
H 1.50 -1.38 -1.12
```

Entry 8:
The following is a DFT calculation (the ωB97M-V functional and the def2-TZVPD basis) of the molecule C5H9NO at a distorted geometry.

## Properties
2S+1	1
gap between HOMO and LUMO (alpha / beta)	6.857 / 8.071	eV
charge	0
E_HOMO (alpha / beta)	-7.30 / -7.90	eV
energy above the lowest of the compared OMol25 structures with the same formula, charge and spin	345.25	kJ/mol
E	-8865.6343	eV

Geometry as XYZ:
```
16
C5H9NO the ωB97M-V functional and the def2-TZVPD basis
O -1.08 -1.69 -1.37
N -1.29 0.67 -1.23
C -0.69 -0.64 -0.90
C 1.31 0.68 0.10
C 0.72 -1.61 1.00
C 0.26 -0.41 0.16
C -1.51 1.39 -0.13
H -1.97 0.96 0.74
H 1.05 -1.27 1.99
H 2.30 0.30 -0.21
H -1.56 1.05 -2.13
H 1.59 -2.12 0.57
H 1.44 1.12 1.09
H -1.53 2.49 -0.21
H -0.06 -2.37 1.14
H 1.02 1.46 -0.60
```

Entry 9:
The following is a DFT calculation (the ωB97M-V functional and the def2-TZVPD basis) of a structure of composition C5H8O2 at a distorted geometry.

## Properties
2S+1	1
gap between HOMO and LUMO	10.215	eV
charge	0
E_HOMO	-9.39	eV
energy above the lowest of the compared OMol25 structures with the same formula, charge and spin	251.49	kJ/mol
E	-9407.2257	eV

Geometry as XYZ:
```
15
C5H8O2 the ωB97M-V functional and the def2-TZVPD basis
O -0.60 -1.53 2.09
O -1.42 1.13 -1.02
C -0.98 -0.61 1.10
C 0.88 -0.51 -0.88
C -0.27 1.04 -0.61
C 0.95 1.26 -1.37
C 0.21 0.01 0.40
H 1.85 1.50 -0.81
H -1.65 -1.05 0.34
H 0.85 1.94 -2.24
H -1.39 -1.73 2.61
H 1.91 -0.84 -0.86
H 0.21 -1.22 -1.40
H -1.52 0.25 1.53
H 0.96 0.37 1.11
```